P.
ORCA calculation (wB97M-V/def2-TZVPD) on a 2-piece molecular cluster, C2H7NOS2 overall.

```
13
C2H7NOS2 (wB97M-V/def2-TZVPD)
N -1.2398 0.9665 -1.8310
C -1.3863 -0.1996 -2.5855
O -0.8567 -1.2746 -2.2394
H -0.7351 0.7518 -1.0830
H -1.3904 1.8988 -2.1969
H -2.1596 0.0204 -3.3698
C 0.5152 -1.7222 0.9617
S -0.2251 -0.0336 1.1147
S 1.5712 1.1375 1.4666
H 1.4735 -1.7216 1.6235
H 0.5741 -2.0066 -0.0690
H -0.1774 -2.4059 1.5487
H 1.6374 0.7636 2.7191
```

Results
- structure (SMILES) = NC=O.CSS
- E_LUMO (eV) = 0.21


Q.
ORCA calculation (wB97M-V/def2-TZVPD) on a 2-piece molecular cluster, C2H7NOS2 overall.

```
13
C2H7NOS2 (wB97M-V/def2-TZVPD)
N -2.4889 -0.3002 -0.6558
C -2.1223 0.2396 -1.8354
O -0.9841 0.4162 -2.2239
H -1.7681 -0.7607 -0.1148
H -3.4580 -0.5155 -0.5158
H -2.9583 0.5353 -2.4917
C 1.6257 -1.1886 -0.3811
S 1.4440 -0.6716 1.3355
S 0.3524 1.0828 1.1404
H 1.4974 -2.2470 -0.5958
H 2.5567 -0.8695 -0.8545
H 0.8668 -0.6471 -0.9518
H 1.3861 1.9427 0.9425
```

Results
- structure (SMILES) = NC=O.CSS
- E_LUMO (eV) = 0.61


R.
ORCA calculation (wB97M-V/def2-TZVPD) on a 2-piece molecular cluster, C2H7NOS2 overall.

```
13
C2H7NOS2 (wB97M-V/def2-TZVPD)
C 0.4401 -1.2557 0.2379
C 1.5884 -0.3846 0.3749
N -0.8527 2.6419 -0.3095
O 1.7795 0.5024 -0.6940
S -2.4406 2.4767 0.2098
S 0.4803 1.0489 -1.6308
H 0.6087 -2.2171 -0.2425
H -0.1614 -1.3548 1.1591
H -0.3397 -0.7248 -0.4425
H 2.6222 -0.9583 0.3934
H 1.4412 0.1174 1.3610
H -0.8602 3.6119 -0.7041
H -0.2030 2.4511 0.4703
```

Results
- E_LUMO (alpha / beta) (eV) = -1.39 / -1.03


Need the numbers? Relative energies in kcal/mol: P 16.9; Q 0.0; R 95.7.


P.
ORCA calculation (wB97M-V/def2-TZVPD) on a 2-piece molecular cluster, C3HCl2NO overall.

```
8
C3HCl2NO (wB97M-V/def2-TZVPD)
O -1.8140 0.0961 -1.4697
N -1.0032 -0.7059 -1.1855
C -0.0068 -1.2620 -1.2812
Cl 1.0143 -2.4217 -0.6472
C -0.0031 0.5404 1.5239
C 0.6289 1.3363 0.8699
Cl 1.3304 2.4119 -0.2195
H -0.1464 0.0048 2.4093
```

Results
- structure (SMILES) = [O-][N+]#CCl.C#CCl
- E_LUMO (eV) = -0.09


Q.
ORCA calculation (wB97M-V/def2-TZVPD) on one molecule with the formula C3HCl2NO.

```
8
C3HCl2NO (wB97M-V/def2-TZVPD)
N -2.2098 -0.2036 -1.3286
C -1.2111 0.2234 -0.9689
C 0.0410 0.6445 -0.4717
O 0.6623 1.5964 -0.7567
C 0.5645 -0.2546 0.7472
Cl -0.7325 -1.4063 1.2225
Cl 1.9503 -1.1394 0.0774
H 0.9353 0.5395 1.4787
```

Results
- structure (SMILES) = N#CC(=O)C(Cl)Cl
- E_LUMO (eV) = -1.11


Need the numbers? Relative energies in kcal/mol: P 110.2; Q 0.0.


P.
ORCA calculation (wB97M-V/def2-TZVPD) on C16H45BF4NO7 as an isolated structure.

```
74
C16H45BF4NO7 (wB97M-V/def2-TZVPD)
B -0.0295 0.2806 -0.2456
F 0.7786 -0.8087 0.1706
F 0.7962 1.4336 -0.3869
F -0.6970 -0.0254 -1.3666
F -0.9245 0.6763 0.8014
C 2.9356 -2.3223 -2.2492
C 1.9765 -3.2467 -3.0446
N 1.2272 -3.9311 -3.6272
H 3.3097 -2.8535 -1.5584
H 3.6091 -1.7942 -2.8500
H 2.4371 -1.6327 -1.6347
C 1.0195 0.1700 -5.5133
C 0.5292 0.2383 -4.1596
O 1.5547 0.5683 -3.2260
H 1.2307 1.0818 -5.9933
H 0.3245 -0.3014 -6.1538
H 2.0864 -0.2007 -5.5757
H -0.0077 -0.6994 -3.8139
H -0.1682 0.9273 -3.9063
H 1.2017 0.7567 -2.3211
C -5.1649 0.1077 -2.7307
C -3.9812 0.9467 -2.2735
O -3.4616 0.3657 -1.1288
H -4.9524 -0.9847 -2.7699
H -5.5438 0.3755 -3.7253
H -5.9740 0.2806 -1.9382
H -4.2526 2.0087 -2.0773
H -3.0066 1.1544 -2.9911
H -2.5075 0.4243 -1.2996
C -1.9688 -3.3206 -1.7894
C -1.6095 -3.0598 -0.2473
O -2.2427 -4.0735 0.4636
H -1.5175 -2.6518 -2.6195
H -3.1004 -3.0444 -1.8039
H -1.7212 -4.3194 -1.9515
H -1.8524 -2.3597 0.3584
H -0.6170 -3.0109 -0.1501
H -2.1344 -4.0227 1.4349
C -3.9061 -0.3305 4.7694
C -3.3426 0.4586 3.5227
O -2.8450 -0.3756 2.5620
H -3.2636 -0.9963 5.4523
H -4.6524 -1.1087 4.3859
H -4.3503 0.3645 5.4820
H -2.5515 1.1963 4.0194
H -4.1564 1.1458 3.4080
H -2.1457 -0.0305 2.0264
C 3.9481 5.2175 -1.4743
C 3.0339 3.9812 -1.1207
O 1.7962 4.3697 -0.5667
H 4.3165 5.9084 -0.6840
H 3.5959 5.8040 -2.3129
H 4.9966 4.7091 -1.9294
H 3.6591 3.3993 -0.4907
H 2.7811 3.4149 -1.9806
H 1.4936 3.2132 -0.1917
C 2.6122 -2.0399 3.6711
C 2.8625 -2.1057 2.2132
O 1.8933 -2.9122 1.5376
H 1.6007 -1.8038 3.9561
H 3.4259 -1.1329 4.2421
H 2.7821 -2.8910 4.1456
H 3.6643 -2.6742 2.0316
H 3.0921 -1.3562 1.7731
H 1.1552 -2.4609 1.2514
C 1.5911 2.0557 4.7104
C 1.1276 1.4499 3.4393
O 0.6194 2.3437 2.5836
H 2.3611 2.7902 4.3929
H 2.0740 1.2126 5.5260
H 0.6322 2.5732 5.0801
H 0.3206 0.6232 3.6207
H 2.0228 0.8852 2.9523
H 0.1743 1.9695 1.8893
```

Results
- total charge = -1
- E_LUMO (eV) = 2.77


Q.
ORCA calculation (wB97M-V/def2-TZVPD) on a 9-piece molecular cluster, C16H45BF4NO7 overall.

```
74
C16H45BF4NO7 (wB97M-V/def2-TZVPD)
B 0.7936 0.4019 0.4602
F 1.2112 0.6284 1.7130
F 1.7748 0.7161 -0.4257
F 0.5967 -0.9970 0.3274
F -0.4333 1.0723 0.1951
C -1.4900 -2.9631 2.2084
C -2.2841 -2.8053 0.8930
N -2.8517 -2.6906 0.0164
H -1.9510 -3.9930 2.6108
H -0.5317 -2.7290 1.8933
H -1.5277 -1.9705 2.6079
C -1.0999 3.0622 -4.2693
C -0.4367 1.9079 -3.3758
O 0.2287 2.4819 -2.1335
H -1.5782 2.7600 -5.4023
H -0.2514 3.6198 -4.5504
H -2.0965 3.5667 -4.0755
H 0.5166 1.4158 -3.6225
H -1.2379 1.1724 -2.8048
H 0.1479 1.9025 -1.3225
C -0.6930 -2.5176 -3.7938
C -0.1989 -2.2769 -2.3390
O 1.0984 -1.6790 -2.3220
H -1.7406 -2.5210 -3.6095
H -0.2532 -3.3370 -4.1848
H -0.6289 -1.6824 -4.3308
H -0.1572 -3.1709 -1.8357
H -0.9293 -1.6911 -1.8353
H 1.2689 -1.2729 -1.3842
C 4.8916 3.4709 -2.2008
C 3.8550 2.5156 -1.8400
O 3.1255 2.9225 -0.6556
H 4.4929 4.4713 -2.2088
H 5.2624 3.3137 -3.0907
H 5.9451 3.4547 -1.4983
H 4.0950 1.4033 -1.9428
H 3.1389 2.5963 -2.6442
H 2.3159 2.2487 -0.3815
C -3.7916 0.9399 -1.4853
C -3.6357 -0.1759 -2.4205
O -4.0189 0.2891 -3.6935
H -2.9783 1.7105 -1.7393
H -3.2366 0.4558 -0.5306
H -4.8031 1.5033 -1.3149
H -4.1888 -1.0442 -2.2534
H -2.6934 -0.7264 -2.3838
H -3.6471 -0.3662 -4.4363
C -0.4755 -1.0441 5.7633
C 0.4208 -0.1343 4.7923
O 0.7723 -0.9679 3.7525
H 0.0853 -1.8683 6.1376
H -1.3690 -1.3206 5.2502
H -0.7231 -0.5410 6.7174
H 1.5434 0.1191 5.3328
H -0.0302 0.7949 4.4468
H 1.1848 -0.2695 3.2666
C 5.3459 -2.3478 1.4918
C 3.9312 -1.6254 1.4553
O 4.2391 -0.4906 0.6080
H 6.0292 -1.7159 2.1236
H 5.8065 -2.5482 0.3742
H 5.1746 -3.4161 2.0658
H 3.5017 -1.0294 2.0768
H 3.2079 -2.3464 1.0303
H 3.3254 -0.0989 0.3975
C -4.4125 0.7607 3.0989
C -2.9921 0.2413 2.7426
O -2.5004 1.2590 1.8989
H -4.9598 0.9013 1.9949
H -4.4745 1.7099 3.8752
H -5.1064 0.0074 3.3988
H -2.7198 -0.6765 2.2364
H -2.5146 0.1205 3.6396
H -1.6846 1.1332 1.4436
```

Results
- total charge = -1
- E_LUMO (eV) = 2.70


Need the numbers? Relative energies in kcal/mol: P 0.0; Q 47.0.


P.
ORCA calculation (wB97M-V/def2-TZVPD) on C5H7NO2 as an isolated structure.

```
15
C5H7NO2 (wB97M-V/def2-TZVPD)
C 0.5394 0.2507 1.3205
C -1.1344 0.3371 1.3455
C 0.3551 -0.8408 0.1711
C 0.7034 -0.2159 -1.2119
C -0.2154 0.8868 -1.7162
H -1.4228 1.2663 0.9348
H -1.5750 0.3126 2.3923
H -1.6535 -0.7504 -0.1515
H 0.8752 -1.8568 0.2401
H 1.7229 0.0091 -1.5658
H -1.6176 0.8395 -1.7069
H 0.4550 1.8975 -2.1170
N -1.1180 -0.9252 0.5460
O 1.3720 0.7354 2.1847
O -0.1778 -0.4541 -2.3473
```

Results
- E_LUMO (eV) = 0.42


Q.
ORCA calculation (wB97M-V/def2-TZVPD) on one molecule with the formula C5H7NO2.

```
15
C5H7NO2 (wB97M-V/def2-TZVPD)
C 1.7089 0.1376 -0.4974
C -0.4165 1.0845 -0.7413
C -1.1141 0.3668 0.3922
C -1.1993 -1.0479 -0.1416
C 2.6918 -0.0282 0.3391
O 0.8498 0.9090 -0.9983
O -2.3439 0.9452 0.7207
N -0.3714 -1.9803 0.0129
H -2.9196 0.9701 -0.0650
H 0.3850 -1.7922 0.6573
H -0.9899 1.4839 -1.5587
H -0.5071 0.3991 1.3019
H -2.0293 -1.2349 -0.8232
H 3.2781 -0.9294 0.3312
H 2.9777 0.7167 1.0702
```

Results
- E_LUMO (alpha / beta) (eV) = 0.39 / 0.15


Need the numbers? Relative energies in kcal/mol: P 16.7; Q 0.0.


P.
ORCA calculation (wB97M-V/def2-TZVPD) on one molecule with the formula C5H7NO2.

```
15
C5H7NO2 (wB97M-V/def2-TZVPD)
O 1.6181 0.7264 -0.7707
C 0.6878 1.0061 0.2404
C 0.6653 0.0413 1.3791
C -0.1062 -0.9253 0.2588
O -1.0314 -1.8539 0.2187
N -1.7464 -1.4299 -0.9834
C -1.4253 -0.2307 -1.4222
C -0.5838 0.3468 -0.4343
H 2.5235 1.0143 -0.6581
H 0.5738 2.1682 0.4941
H -0.2475 0.1567 2.1557
H 1.5864 -0.3531 1.7265
H 0.7744 -1.2895 -0.2629
H -1.9756 -0.0775 -2.3533
H -1.3131 0.7003 0.4115
```

Results
- structure (SMILES) = O[C@@H]1C[C@H]2ON=C[C@H]12
- E_LUMO (eV) = 0.67


Q.
ORCA calculation (wB97M-V/def2-TZVPD) on one molecule with the formula C5H7NO2.

```
15
C5H7NO2 (wB97M-V/def2-TZVPD)
H -2.1126 0.8547 -0.9589
N -1.5554 0.8808 -0.0966
C -0.3183 0.5183 -0.3427
C 0.2351 0.4727 -1.7461
C 0.6889 0.6537 0.7828
C 0.5545 -0.5315 1.6653
O 0.9858 -0.7559 2.7694
C -0.4466 -1.6027 0.9032
O -0.0791 -2.2551 -0.0581
H 0.7620 1.4055 -1.9623
H 0.9564 -0.3441 -1.8362
H -0.5677 0.3281 -2.4717
H 0.4547 1.5488 1.3682
H 1.7179 0.7218 0.4140
H -1.2756 -1.8952 1.5696
```

Results
- structure (SMILES) = [H]/N=C(\C)CC(=O)C=O
- E_LUMO (eV) = 0.28


R.
ORCA calculation (wB97M-V/def2-TZVPD) on one molecule with the formula C5H7NO2.

```
15
C5H7NO2 (wB97M-V/def2-TZVPD)
C 1.3237 0.1421 0.7549
C 0.0128 0.0071 -0.0245
C -0.6129 -1.3775 0.1714
C 0.1453 0.3925 -1.4672
N -0.6973 1.2433 -1.8914
O -1.1713 1.8770 -0.7236
C -0.9795 1.0998 0.3770
O -1.4666 1.3271 1.4425
H 1.1270 0.0343 1.8210
H 2.0238 -0.6336 0.4405
H 1.7799 1.1179 0.5829
H 0.1007 -2.1575 -0.0967
H -0.8932 -1.4952 1.2186
H -1.5045 -1.4875 -0.4439
H 0.8122 -0.0899 -2.1613
```

Results
- structure (SMILES) = CC1(C)C=NOC1=O
- E_LUMO (eV) = 0.63


Need the numbers? Relative energies in kcal/mol: P 108.7; Q 9.2; R 0.0.


P.
ORCA calculation (wB97M-V/def2-TZVPD) on C5H7NO2 as an isolated structure.

```
15
C5H7NO2 (wB97M-V/def2-TZVPD)
C -0.4210 -1.3939 1.1533
C -0.2833 -0.1179 0.3183
C 0.6709 -0.3198 -0.8986
C -1.4350 0.6298 -0.5372
C 0.7291 0.9179 0.6854
H 0.5783 -1.9032 1.5585
H -1.0752 -1.9970 0.4643
H -1.0465 -1.3078 2.0739
H 0.7802 0.6970 -1.4857
H -0.1657 -0.8175 -1.7350
H 2.7940 -0.6792 -0.5535
H -0.7636 1.6264 -0.9925
N 1.5081 1.8487 0.6290
O 1.7426 -1.1007 -0.7147
O -2.6453 0.2436 -0.2929
```

Results
- E_LUMO (eV) = -0.36


Q.
ORCA calculation (wB97M-V/def2-TZVPD) on one molecule with the formula C5H7NO2.

```
15
C5H7NO2 (wB97M-V/def2-TZVPD)
C 2.2006 0.6816 0.9625
C 1.0817 0.8981 0.5137
N -0.1686 1.6556 0.3699
C -0.9552 1.3569 -0.8542
C -1.2835 -0.0240 -0.3833
O -2.2455 -0.4840 0.1796
O 0.0746 -0.7681 -0.4992
C 0.1734 -2.1119 -0.0357
H 3.2449 0.9250 0.9284
H -0.6345 1.9649 1.2133
H -0.3288 1.3599 -1.7494
H -1.8447 1.9863 -0.9280
H -0.7461 -2.5361 0.3751
H 0.5157 -2.7442 -0.8574
H 0.9161 -2.1599 0.7648
```

Results
- structure (SMILES) = C#CNCC(=O)OC
- E_LUMO (eV) = 0.82


R.
ORCA calculation (wB97M-V/def2-TZVPD) on one molecule with the formula C5H7NO2.

```
15
C5H7NO2 (wB97M-V/def2-TZVPD)
N 0.7055 2.1222 -0.2030
C -0.6442 1.4404 -0.2603
C -0.4970 -0.1221 -0.2930
C -0.7320 -1.1020 -1.2295
O -0.3134 -2.2520 -0.8055
C 0.4487 -2.0891 0.3126
C 0.2844 -0.7678 0.6472
O 1.0103 -0.0366 1.6998
H 1.2734 1.6784 0.5771
H 1.1531 1.8378 -1.0500
H -1.2970 1.8737 -1.0884
H -1.0953 1.6476 0.6786
H -1.2979 -1.2053 -2.1018
H 0.8718 -3.0278 0.7155
H 0.1296 0.0025 2.4005
```

Results
- structure (SMILES) = NCc1cocc1O
- E_LUMO (eV) = 0.53


S.
ORCA calculation (wB97M-V/def2-TZVPD) on C5H7NO2 as an isolated structure.

```
15
C5H7NO2 (wB97M-V/def2-TZVPD)
C -1.6333 0.3395 -0.1901
C -0.7642 -0.2479 1.1046
C 0.3896 -0.3514 0.1153
C -0.4171 -0.3965 -1.0223
C 2.3106 0.7118 -0.0753
H -2.8232 0.1965 -0.0804
H -1.7361 1.4564 -0.4226
H -1.5494 -1.3649 1.2087
H -0.7237 0.3332 1.9741
H -0.7978 -1.6591 -1.0712
H -0.1547 -0.0022 -2.0320
H 2.9623 1.7440 0.2851
N 2.5300 -0.5154 0.0321
O 0.9688 0.9499 0.0703
O 1.4382 -1.1938 0.1038
```

Results
- E_LUMO (eV) = 0.89


Need the numbers? Relative energies in kcal/mol: P 72.4; Q 42.1; R 0.0; S 100.3.